Record 1
This record from the OMol25 dataset describes a 14-piece molecular cluster, C22H72FIN26O16P overall in a non-equilibrium geometry. The level of theory is the ωB97M-V functional and the def2-TZVPD basis.

XYZ file:
```
139
Properties=species:S:1:pos:R:3:forces:R:3:mulliken_charge:R:1
C -4.4744 -0.8808 -3.1293 -0.4 0.1 0.2 -0.91
C -4.2411 0.2844 -4.0851 0.0 -0.4 -0.4 -0.32
O -3.0395 0.9890 -3.8724 0.1 0.2 0.0 -0.40
C -2.9534 1.6022 -2.6188 -0.8 0.4 1.7 0.26
C -1.8597 1.0183 -1.7228 0.1 0.1 -1.0 0.13
O -1.7507 1.9257 -0.6777 0.2 -0.2 -0.1 -0.83
P -1.6561 3.5448 -1.3982 -1.1 -0.2 -0.2 1.79
C -0.4265 4.0081 -0.0241 0.4 0.4 -0.2 -0.87
C 0.9028 4.6945 -0.3802 -0.3 0.0 1.2 0.10
C 1.1895 5.9736 0.4268 0.5 -0.1 -0.3 -1.30
I 1.2366 5.2111 -2.4510 0.2 0.2 -0.3 -0.12
C -3.1497 4.2004 -0.3275 0.1 -0.1 -0.3 0.17
C -3.1054 5.7070 -0.1441 -0.4 -0.2 0.1 -1.52
F -4.4198 3.9635 -0.9221 -0.1 -0.2 0.2 -0.43
O -2.7604 2.9795 -2.6657 0.5 -0.3 -0.4 -0.78
H -3.5492 -1.3786 -2.8446 0.1 0.0 -0.1 0.15
H -4.9796 -0.5558 -2.2195 0.1 0.0 0.1 0.30
H -5.1387 -1.6069 -3.6018 0.0 -0.1 0.0 0.41
H -4.1645 -0.1265 -5.0940 0.2 0.1 -0.1 0.38
H -5.1062 0.9560 -4.1049 0.0 0.1 0.2 0.26
H -3.8770 1.4832 -2.0218 -0.3 -0.4 -0.5 0.16
H -2.0344 -0.0041 -1.3974 -0.3 0.0 0.2 0.50
H -0.9651 0.9549 -2.3807 0.2 0.1 0.3 -0.86
H -1.6783 4.8328 -2.0406 0.4 -0.1 0.0 0.12
H -0.6077 3.0222 -2.2552 0.4 0.4 0.3 -0.50
H -0.9016 4.5893 0.7654 -0.1 0.1 -0.1 0.15
H -0.1626 3.0646 0.4425 -0.1 -0.2 -0.1 0.31
H 1.6920 3.9972 -0.1173 0.2 -0.1 -0.6 0.48
H 0.7090 5.9316 1.4023 -0.2 0.0 0.0 0.21
H 2.2640 6.0600 0.6069 0.0 0.0 -0.1 0.44
H 0.9125 6.8733 -0.1170 -0.3 0.1 0.2 0.38
H -3.2091 3.6762 0.6312 0.2 0.0 0.1 0.26
H -2.1083 6.0717 0.0874 0.0 0.1 0.1 0.28
H -3.8118 5.9805 0.6441 0.1 0.2 0.1 0.28
H -3.4552 6.1941 -1.0529 0.1 -0.1 -0.2 0.41
C -0.5841 -2.6544 -0.5914 0.2 0.0 0.2 0.70
O -1.4152 -2.3497 -1.4402 -0.1 -0.1 -0.1 -0.70
N 0.0390 -1.6919 0.1639 0.0 0.2 0.0 -0.11
N -0.2032 -3.9246 -0.3198 0.0 0.1 -0.2 -0.27
H 0.7252 -1.9085 0.8622 0.0 -0.1 0.0 0.05
H -0.2195 -0.7345 0.0017 0.0 0.0 0.0 0.09
H -0.6333 -4.6716 -0.8377 -0.2 0.0 0.2 0.19
H 0.4824 -4.1334 0.3870 0.1 -0.1 0.0 0.23
C 3.0163 -4.1901 2.3720 0.0 0.2 0.1 0.65
O 2.1057 -4.4194 1.5861 -0.1 0.0 -0.1 -0.73
N 2.8315 -3.4503 3.4998 0.0 -0.1 0.0 -0.31
N 4.2825 -4.6467 2.1631 0.0 -0.1 0.0 -0.41
H 3.5576 -3.2238 4.1553 0.0 0.2 0.0 0.17
H 1.9090 -3.0969 3.6705 0.0 0.0 0.0 0.16
H 4.4456 -5.1827 1.3320 0.0 0.1 0.0 0.21
H 5.0474 -4.4593 2.7829 0.0 0.1 0.0 0.17
C -3.4053 -6.2084 0.0058 -0.2 0.3 0.0 0.56
O -2.2895 -6.1353 -0.4779 0.1 -0.3 -0.1 -0.64
N -3.9745 -7.3978 0.3758 0.0 -0.2 0.1 -0.36
N -4.1819 -5.1095 0.2217 -0.1 0.1 0.1 -0.27
H -4.8933 -7.4678 0.7757 0.0 0.1 -0.1 0.15
H -3.4380 -8.2315 0.2336 0.0 0.0 0.0 0.20
H -3.7980 -4.2186 -0.0417 0.0 0.0 -0.1 0.15
H -5.1054 -5.1521 0.6194 0.0 -0.1 -0.1 0.18
C 2.6407 0.7087 -2.9411 -0.4 -0.2 0.1 0.58
O 3.8726 0.7524 -2.8278 0.1 0.0 -0.1 -0.74
N 1.8848 1.8229 -2.9920 0.0 0.0 -0.2 0.09
N 1.9585 -0.4710 -3.0202 0.3 0.1 -0.1 -0.24
H 0.8798 1.8097 -3.0723 0.0 0.1 0.1 -0.02
H 2.3307 2.7216 -2.9459 0.0 0.0 0.1 -0.11
H 2.4898 -1.3211 -2.9904 0.0 0.0 0.1 0.24
H 0.9587 -0.5245 -3.1041 -0.1 0.0 0.1 0.12
C 3.6099 -0.1161 4.1886 0.0 -0.1 -0.2 0.70
O 3.5123 -0.8764 5.1418 0.0 -0.1 0.1 -0.72
N 2.5312 0.5396 3.6677 0.2 0.0 0.1 -0.21
N 4.8068 0.0946 3.5649 -0.1 0.1 0.1 -0.39
H 2.5802 1.1541 2.8759 -0.1 0.0 0.0 0.08
H 1.6358 0.3919 4.0991 -0.1 0.1 0.0 0.13
H 5.6088 -0.3925 3.9225 0.0 0.0 -0.1 0.16
H 4.9222 0.6925 2.7676 0.0 0.0 0.0 0.22
C -7.1692 -6.8635 2.9602 -0.1 -0.1 0.1 0.63
O -7.2862 -6.1954 1.9400 0.3 0.0 -0.1 -0.66
N -6.0015 -6.8839 3.6809 0.1 0.1 -0.2 -0.32
N -8.1667 -7.6355 3.4601 0.2 0.0 0.1 -0.25
H -5.8752 -7.4192 4.5168 -0.1 0.0 0.0 0.12
H -5.2412 -6.3236 3.3415 0.0 0.0 0.0 0.21
H -9.0317 -7.6413 2.9539 0.0 0.0 0.0 0.19
H -8.0943 -8.1983 4.3014 -0.2 0.1 -0.4 0.17
C 0.4361 3.6221 4.1398 -0.1 0.1 0.0 0.74
O 0.0477 2.5345 3.7539 0.1 -0.2 0.0 -0.63
N -0.3594 4.7323 4.1020 0.0 0.0 0.0 -0.42
N 1.6972 3.8134 4.6405 0.0 0.0 0.0 -0.36
H -0.0648 5.6380 4.4113 0.0 0.0 0.0 0.15
H -1.2869 4.6174 3.7367 0.0 0.0 0.0 0.19
H 2.2987 3.0105 4.6848 0.0 0.0 0.0 0.21
H 2.0379 4.6985 4.9623 0.0 0.0 0.0 0.14
C 6.1258 4.5869 -2.8671 -0.1 0.0 0.3 0.36
O 7.1177 3.9322 -2.5822 0.0 0.0 -0.1 -0.71
N 6.1384 5.9514 -2.9195 0.0 -0.1 0.2 -0.28
N 4.9229 4.0149 -3.1787 0.1 -0.1 -0.3 -0.01
H 5.3407 6.5080 -3.1657 0.0 0.0 -0.1 0.18
H 7.0042 6.4102 -2.7114 0.0 0.0 -0.1 0.20
H 4.8603 3.0065 -3.1547 -0.1 0.0 0.1 0.10
H 4.1109 4.5637 -3.4143 0.0 -0.1 0.2 0.04
C -8.8403 -10.2034 6.3525 0.0 0.0 0.0 0.66
O -8.9762 -9.5483 5.3282 0.1 -0.1 0.2 -0.68
N -7.6788 -10.2171 7.0691 0.0 0.0 0.0 -0.34
N -9.8484 -10.9718 6.8521 0.0 0.0 0.0 -0.42
H -7.5531 -10.7481 7.9090 0.0 0.0 0.0 0.18
H -6.9167 -9.6637 6.7275 0.0 0.0 0.0 0.17
H -10.7133 -10.9798 6.3449 0.0 0.0 0.0 0.22
H -9.7672 -11.5188 7.6872 0.0 0.0 0.0 0.16
C 6.7148 -1.1721 0.6698 -0.2 0.0 -0.1 0.62
O 7.2656 -1.6810 1.6389 0.0 0.0 0.1 -0.70
N 7.3782 -0.8665 -0.4764 0.0 0.1 0.0 -0.31
N 5.3778 -0.8784 0.6800 0.0 0.1 0.0 -0.24
H 6.9417 -0.4530 -1.2807 -0.1 0.0 0.0 0.15
H 8.3563 -1.0800 -0.5131 0.0 0.0 0.0 0.21
H 4.8723 -1.1145 1.5136 0.0 -0.1 0.0 0.11
H 4.8877 -0.4645 -0.0926 0.0 -0.1 -0.2 0.18
C 6.1880 6.5679 -6.4603 0.0 -0.1 0.0 0.58
O 5.9000 7.3989 -5.6164 -0.1 0.1 -0.1 -0.62
N 6.3024 5.2375 -6.1798 -0.1 0.1 0.0 -0.26
N 6.4212 6.9129 -7.7677 0.0 0.0 0.0 -0.40
H 6.5397 4.5482 -6.8658 0.0 0.0 0.0 0.16
H 6.1390 4.9456 -5.2312 0.0 0.0 -0.1 0.23
H 6.3429 7.8831 -8.0052 0.0 0.0 0.0 0.23
H 6.6589 6.2523 -8.4816 0.0 0.0 0.0 0.15
C -5.8142 3.2278 3.8461 0.1 -0.1 0.0 0.64
O -6.1089 3.9551 4.7823 0.0 0.0 0.0 -0.67
N -5.4965 1.9069 4.0214 -0.1 0.0 0.0 -0.37
N -5.7736 3.6629 2.5558 0.0 0.0 0.0 -0.32
H -5.2449 1.2938 3.2694 0.0 0.0 0.0 0.18
H -5.5122 1.5525 4.9579 0.0 0.0 0.0 0.20
H -5.9917 4.6267 2.3891 0.0 0.0 0.0 0.17
H -5.5273 3.0824 1.7744 0.1 0.0 0.0 0.17
C 6.3058 -0.7920 -5.3868 -0.1 0.1 0.0 0.58
O 6.4421 -1.6180 -4.5007 0.1 0.0 0.0 -0.66
N 7.1739 -0.7273 -6.4524 0.0 0.0 0.0 -0.40
N 5.2999 0.1254 -5.4013 -0.1 -0.2 0.0 -0.29
H 7.0905 -0.0614 -7.1951 0.0 0.0 0.0 0.14
H 7.9268 -1.3876 -6.4697 0.0 0.0 0.0 0.23
H 4.6447 0.1175 -4.6320 0.1 0.2 0.2 0.21
H 5.1875 0.8058 -6.1271 0.0 0.0 0.0 0.16
```
Positions in Å, forces in eV/Å.

Computed properties:
Total charge: -1
HOMO-LUMO gap, eV: 6.0
Lowest unoccupied orbital energy, eV: 1.039

Record 2
This record from the OMol25 dataset describes a 16-piece molecular cluster, C22H76N12O16 overall in a non-equilibrium geometry. The level of theory is the ωB97M-V functional and the def2-TZVPD basis.

XYZ file:
```
126
Properties=species:S:1:pos:R:3:forces:R:3:mulliken_charge:R:1
C -15.2564 -9.7254 -12.0782 0.1 0.3 2.4 -1.54
C -14.8484 -8.9066 -13.2456 2.9 -1.0 0.7 2.24
O -14.3395 -9.7584 -14.2613 -2.7 -0.6 0.1 -0.70
H -15.5388 -9.0539 -11.2536 -0.4 0.0 -0.3 0.27
H -14.5428 -10.3696 -11.5509 0.6 0.1 -0.8 0.34
H -16.0862 -10.3558 -12.2716 -1.0 -0.5 -0.4 0.36
H -14.0193 -8.2307 -12.9682 -0.5 -0.1 0.0 -0.77
H -15.6652 -8.2998 -13.4908 -1.3 0.8 -1.1 -0.49
H -13.4872 -9.4557 -14.4527 2.2 0.8 -0.5 0.38
C -17.1483 -3.4572 -18.4639 0.4 -0.4 -0.8 -1.49
C -15.7189 -3.2559 -17.9795 -0.7 2.0 -0.7 1.25
O -14.8093 -3.4432 -19.0530 -0.1 -0.4 0.2 -0.63
H -17.3737 -2.6800 -19.1636 -0.4 0.7 -0.4 0.44
H -17.9857 -3.5724 -17.7686 0.6 0.2 0.3 0.23
H -17.1228 -4.3475 -19.0755 -0.1 -0.6 -0.1 0.36
H -15.5623 -3.9657 -17.2204 0.7 -0.7 1.4 -0.66
H -15.6017 -2.1877 -17.6433 -0.1 -1.0 0.4 0.09
H -13.9110 -3.4379 -18.6533 -0.2 0.2 -0.4 0.48
C -14.9750 -3.3735 -11.6115 0.1 -0.1 1.1 -0.09
C -13.5122 -3.4255 -11.8110 1.0 0.3 -2.6 1.96
O -12.9313 -2.4883 -11.0067 -2.0 0.7 3.9 -0.78
H -15.2778 -3.8851 -10.6908 0.0 0.0 -0.1 0.28
H -15.2922 -3.8949 -12.4629 -1.5 -0.6 -0.9 -0.57
H -15.3455 -2.3472 -11.5619 0.1 -0.2 -0.3 0.33
H -13.2529 -3.0486 -12.8813 -0.6 -1.4 1.2 -0.40
H -13.0854 -4.4280 -11.5944 -0.4 0.4 -0.6 -1.06
H -12.1468 -2.2057 -11.3477 3.0 1.0 -1.4 0.49
C -14.2474 -7.3742 -18.8433 -0.3 1.5 -1.1 -0.75
C -15.4180 -7.4835 -17.8832 -0.5 -1.9 -2.1 0.33
O -15.1097 -8.5814 -17.0063 0.5 1.4 -0.4 -0.47
H -13.8293 -8.3262 -19.1139 -0.2 -0.7 -0.1 0.42
H -13.4363 -6.8437 -18.3519 0.1 0.3 0.0 -0.28
H -14.5100 -6.8176 -19.8067 0.3 -0.6 1.4 0.34
H -16.3750 -7.6859 -18.4524 0.9 -0.2 0.4 0.44
H -15.6393 -6.5654 -17.4142 0.2 1.2 1.1 -0.28
H -15.9460 -8.9300 -16.7650 -0.9 -0.8 0.7 0.23
C -12.9836 -7.6959 -10.7100 -0.2 1.4 1.7 -0.05
C -12.2252 -6.9138 -9.6524 -1.1 -0.8 0.6 -1.06
O -12.5730 -5.5428 -9.6521 1.4 0.7 -0.7 -0.61
H -14.0094 -7.5059 -10.3332 0.1 -0.9 -1.1 0.11
H -12.6492 -8.7076 -10.8196 -0.3 -0.7 0.4 0.52
H -12.7820 -7.2345 -11.6384 -0.2 0.7 -1.2 -0.21
H -11.1729 -7.0061 -9.7248 1.1 0.2 -0.2 0.45
H -12.5030 -7.2579 -8.6796 0.1 -0.8 0.8 0.52
H -13.4365 -5.3660 -9.3090 -0.8 -0.1 0.2 0.35
C -13.1645 -5.0232 -15.7940 -0.8 2.5 -0.3 0.10
C -13.8636 -5.7173 -14.7167 0.2 -0.5 1.8 2.03
O -15.2415 -5.4364 -14.6753 -1.3 0.1 -0.2 2.03
H -12.1667 -5.2608 -15.8865 2.5 -0.7 0.5 0.43
H -13.1785 -3.9168 -15.6906 -0.2 -0.6 -0.2 -0.30
H -13.5373 -5.3199 -16.7424 -0.9 0.0 -1.0 -0.44
H -13.4525 -5.5068 -13.6795 0.0 -0.5 -1.3 -2.17
H -13.8638 -6.7539 -14.9915 0.4 -1.0 0.6 -0.40
H -15.3582 -4.4871 -14.6188 -0.2 0.7 0.1 -0.61
C -11.1860 -2.2624 -18.4757 -3.9 -5.1 3.5 -0.03
O -12.2579 -3.1050 -18.1188 5.4 3.9 -1.6 -0.05
N -11.3268 -1.2503 -19.2568 -4.2 3.8 -3.9 -0.36
N -9.9619 -2.3656 -17.9645 1.9 1.7 -1.9 -0.20
H -12.3270 -1.0016 -19.6257 2.8 -1.0 1.0 0.35
H -10.6124 -0.5482 -19.4460 -0.4 -0.6 0.3 0.14
H -9.7519 -3.0500 -17.2294 0.4 0.0 -0.3 0.13
H -9.1757 -1.7760 -18.4723 -2.2 -2.0 1.8 0.23
C -17.7520 -2.4633 -13.3494 6.5 -1.9 -4.9 0.43
O -16.6142 -2.6305 -14.0673 -4.5 0.4 2.8 -0.43
N -18.7036 -3.3254 -13.3140 -3.6 -3.8 -0.4 -0.30
N -17.9938 -1.4364 -12.6323 -0.3 8.3 3.6 -0.47
H -18.7050 -4.2239 -13.8375 0.4 1.0 0.6 0.31
H -19.5820 -3.1364 -12.8297 0.7 0.0 -0.1 0.15
H -17.2871 -0.5766 -12.6155 -2.2 -2.9 -0.3 0.34
H -19.0015 -1.1746 -12.3226 2.8 -0.8 -0.8 0.19
C -18.6208 -6.5504 -15.4342 -7.9 -0.3 -2.2 0.35
O -19.9356 -6.9866 -15.7513 7.4 2.0 1.9 -0.79
N -18.3576 -5.2562 -15.2431 -0.9 1.6 -0.1 -0.02
N -17.5341 -7.2301 -15.3282 0.9 -3.7 0.2 0.12
H -19.0328 -4.6359 -15.6349 -0.3 0.3 -0.4 0.33
H -17.4054 -4.9296 -15.2351 0.3 0.1 -0.1 -0.36
H -17.6706 -8.2055 -15.2359 0.1 -1.1 -0.2 0.23
H -16.6220 -6.8778 -15.1377 0.7 0.8 0.1 -0.55
C -10.0909 -5.6262 -12.4243 -3.5 -2.0 -5.3 -0.17
O -11.0138 -6.1356 -13.2892 4.5 2.3 4.5 -0.27
N -10.4149 -4.9979 -11.3100 -1.8 0.1 3.7 -0.46
N -8.8049 -5.4898 -12.6987 2.0 -0.5 -1.8 -0.29
H -11.3796 -5.2828 -10.9174 1.9 1.2 -0.2 -0.39
H -9.6207 -4.6752 -10.6689 -2.0 -1.1 -0.9 0.35
H -8.4931 -5.7094 -13.6495 -0.1 0.0 0.7 0.20
H -8.1295 -5.0560 -12.0659 -0.6 -0.4 -0.5 0.19
C -8.0276 -3.7502 -15.7789 7.9 -2.8 -2.5 0.14
O -6.9175 -4.3680 -16.3165 -5.1 2.5 2.4 -0.82
N -9.2469 -3.9429 -16.0528 -6.1 -5.2 -1.6 0.53
N -7.9039 -2.7654 -14.9459 0.4 3.7 3.5 -0.17
H -9.4514 -4.8551 -16.5438 0.8 1.3 0.3 0.09
H -10.0731 -3.7178 -15.3955 1.4 0.3 -0.4 -0.18
H -6.9583 -2.5271 -14.7140 0.1 0.2 0.2 0.22
H -8.7316 -2.2228 -14.4961 2.8 -1.5 -1.6 0.30
C -10.5001 -2.2536 -13.5164 -2.7 -3.7 -5.1 -0.42
O -11.0844 -3.1914 -14.4332 2.6 5.5 5.4 0.46
N -9.8976 -1.1255 -13.9361 -1.0 2.7 -3.2 -0.56
N -10.4222 -2.4581 -12.2513 0.9 0.1 3.1 -0.33
H -10.2165 -0.8387 -14.8906 0.4 -0.5 1.0 0.34
H -9.5317 -0.2833 -13.4518 -0.6 -1.5 0.4 0.23
H -10.4253 -3.4165 -11.8979 -0.7 -0.2 0.0 0.41
H -9.9405 -1.7724 -11.6490 -0.4 -0.5 -0.7 0.22
C -11.6783 -8.6276 -15.8359 -0.8 0.3 -0.4 -0.70
O -11.7076 -8.5172 -14.4282 0.2 -0.4 -0.3 -0.54
H -12.5569 -8.2013 -16.2730 -1.4 -0.2 -0.1 0.16
H -11.5899 -9.6478 -16.1893 0.1 -0.2 0.3 0.38
H -10.9990 -7.9959 -16.3519 1.8 0.4 0.0 0.41
H -11.5725 -7.5844 -14.2093 0.2 0.0 0.3 0.42
C -13.1095 -0.9298 -16.1382 1.6 1.3 -1.6 -0.23
O -13.6134 -1.2810 -14.9046 -2.8 -1.9 -1.3 -0.31
H -13.5055 -1.3866 -17.0868 -0.6 0.2 1.6 -0.13
H -12.0648 -1.2579 -16.2067 0.2 0.1 0.0 -0.17
H -13.1203 0.1853 -16.2315 -0.1 -0.6 -0.3 0.41
H -13.0986 -0.9028 -14.2482 1.5 1.1 1.8 0.23
C -16.9134 -6.1684 -11.7962 0.2 1.5 -1.2 -0.10
O -17.5742 -7.3160 -12.2390 -0.3 -0.6 1.9 -0.64
H -17.1982 -5.8668 -10.7967 -0.9 0.1 0.1 0.49
H -17.0880 -5.3454 -12.5791 0.5 -0.8 1.6 -0.04
H -15.8466 -6.3110 -11.6579 0.6 -0.2 -0.6 -0.21
H -17.6170 -7.2539 -13.1684 -0.2 -0.1 -1.5 0.12
C -10.7305 -5.6600 -18.6542 1.8 -2.9 -1.6 0.51
O -9.3690 -5.5907 -18.2073 -1.1 -0.3 0.8 -0.58
H -11.2921 -5.3932 -17.8439 -1.7 1.0 1.8 -0.90
H -11.0285 -6.7267 -18.9387 0.5 1.2 0.3 0.26
H -10.8691 -5.0280 -19.4940 -0.5 0.7 -0.7 0.55
H -8.7738 -5.6851 -18.9231 0.9 -0.2 -1.0 0.25
```
Positions in Å, forces in eV/Å.

Computed properties:
HOMO-LUMO gap, eV: 8.2
Energy relative to the best compared isomer or geometry (same formula, charge and spin), kJ/mol: 7.1
Lowest unoccupied orbital energy, eV: -0.689

Calculated values (eV) of DFT total energy for the records, taken in order: -115606.80730 -74681.32447.